[1]
Entry from the Open Molecules 2025 dataset: a cluster of 12 separate species, C20H40N4O28 in total at a distorted geometry (wB97M-V/def2-TZVPD).

Element x y z (Å)
C 1.027 -1.494 -1.287
C 0.381 -0.527 -0.366
O 1.086 0.288 0.165
N -1.108 -0.394 -0.341
H -1.426 -0.019 -1.262
H -1.444 -1.373 -0.191
C -1.545 0.612 0.712
H 2.061 -1.150 -1.344
H 0.713 -1.416 -2.331
H 1.093 -2.507 -0.883
H -2.612 0.796 0.613
H -0.998 1.522 0.465
H -1.100 0.282 1.647
C -0.612 -2.381 3.166
C 0.631 -1.743 3.651
O 1.219 -0.911 3.032
N 1.179 -1.997 5.030
H 1.273 -1.142 5.580
H 0.488 -2.539 5.552
C 2.515 -2.716 5.004
H -0.444 -2.549 2.093
H -1.339 -1.561 3.242
H -1.055 -3.213 3.709
H 2.433 -3.574 4.341
H 2.824 -2.976 6.013
H 3.201 -1.963 4.623
C 1.648 2.484 2.587
C 0.940 2.135 3.834
O -0.202 1.882 3.957
N 1.843 2.160 5.116
H 1.695 1.366 5.747
H 2.819 1.991 4.863
C 1.613 3.358 5.973
H 0.965 2.779 1.789
H 2.206 1.634 2.174
H 2.351 3.308 2.738
H 0.670 3.288 6.502
H 1.629 4.160 5.233
H 2.455 3.556 6.632
C -0.481 4.408 -5.215
C -0.155 2.976 -5.359
O 0.004 2.378 -6.376
N -0.031 2.295 -4.033
H 0.132 2.964 -3.269
H -0.883 1.734 -3.871
C 1.125 1.285 -3.948
H -1.301 4.473 -4.489
H -0.837 4.887 -6.124
H 0.321 4.944 -4.704
H 0.872 0.456 -4.610
H 1.055 1.026 -2.897
H 2.098 1.700 -4.183
O 3.437 -4.357 -1.007
C 4.087 -3.469 -0.179
O 5.145 -2.890 -0.517
O 3.587 -3.273 0.971
H 4.132 -4.245 -1.686
O 0.178 -3.045 -4.935
C 1.444 -2.963 -5.413
O 2.142 -3.993 -5.523
O 1.854 -1.797 -5.722
H -0.065 -2.093 -4.893
O -3.840 -1.689 -1.204
C -5.033 -2.346 -1.186
O -5.037 -3.570 -0.823
O -6.064 -1.725 -1.503
H -3.333 -2.310 -0.641
O -1.009 4.451 -0.028
C -1.128 4.569 -1.398
O -0.116 4.627 -2.147
O -2.291 4.589 -1.875
H -1.990 4.318 -0.033
O 4.120 0.965 -1.073
C 3.589 2.213 -0.946
O 3.723 2.883 0.102
O 2.953 2.661 -1.936
H 4.086 0.795 -2.020
O -4.504 -0.799 3.457
C -4.884 0.550 3.327
O -4.665 1.037 2.191
O -5.280 1.156 4.349
H -4.119 -0.703 2.554
O -2.466 -5.052 -0.308
C -1.584 -4.193 0.251
O -1.963 -2.978 0.294
O -0.455 -4.580 0.580
H -3.251 -4.519 -0.563
O -3.376 -1.105 -4.092
C -2.145 -0.543 -4.024
O -1.316 -0.757 -4.930
O -1.917 0.193 -3.009
H -3.637 -0.992 -3.156

Results
LUMO (eV): 3.3
HOMO (eV): 2.16
Gap between HOMO and LUMO (eV): 1.161
Net charge: -4

Here are the Mulliken charges for atoms 1 to 2, given in e: -0.72 0.25

***

[2]
Entry from the Open Molecules 2025 dataset: an isolated molecule of C20H40NO9PS3 at a distorted geometry (wB97M-V/def2-TZVPD).

Element x y z (Å)
C -3.733 -0.157 3.092
C -2.388 0.307 2.471
P -2.723 1.562 1.167
C -2.532 3.119 2.139
C -1.197 1.535 -0.016
C 0.013 1.810 0.905
C 1.468 2.085 0.459
C 2.203 1.168 -0.514
C 3.714 1.235 -0.198
S 4.684 0.247 -1.294
O 4.402 -1.141 -1.041
O 6.036 0.695 -1.232
O 4.066 0.596 -2.700
C -1.574 2.656 -1.003
S -0.248 3.600 -1.862
O -2.511 2.195 -1.998
S -1.942 1.170 -3.070
O -3.003 0.304 -3.481
O -1.253 1.880 -4.107
C -0.712 0.262 -2.122
C -0.385 -1.020 -2.889
C 0.139 -0.767 -4.292
O 1.309 0.045 -4.163
C 1.396 1.113 -4.978
O 2.043 2.052 -4.703
C -1.220 0.087 -0.667
N -2.550 -0.429 -0.759
O -0.308 -0.698 0.102
C -0.511 -2.092 0.191
C 0.452 -2.752 1.196
C 1.823 -2.086 1.208
C -0.150 -2.877 2.619
C 0.248 -1.735 3.560
C 0.360 -4.189 3.241
H -3.843 0.176 4.118
H -4.582 0.165 2.494
H -3.772 -1.245 3.105
H -1.774 0.719 3.270
H -1.889 -0.560 2.053
H -3.513 3.384 2.520
H -1.874 2.975 2.997
H -2.143 3.953 1.561
H 0.033 1.028 1.656
H -0.237 2.709 1.474
H 1.596 3.094 0.085
H 2.035 2.081 1.394
H 1.931 0.122 -0.433
H 2.094 1.507 -1.542
H 3.867 0.733 0.755
H 4.106 2.246 -0.197
H 3.704 -0.226 -3.061
H -2.128 3.411 -0.458
H -0.128 4.557 -0.938
H 0.172 0.888 -2.148
H 0.432 -1.494 -2.345
H -1.208 -1.727 -2.935
H 0.424 -1.723 -4.732
H -0.608 -0.324 -4.942
H 0.851 1.005 -5.919
H -2.676 -1.085 -1.517
H -2.891 -0.868 0.084
H -1.524 -2.343 0.511
H -0.372 -2.600 -0.765
H 0.606 -3.766 0.827
H 2.344 -2.266 0.270
H 2.456 -2.496 1.991
H 1.753 -1.014 1.358
H -1.239 -2.927 2.579
H -0.418 -1.709 4.420
H 1.255 -1.890 3.942
H 0.232 -0.764 3.071
H 1.426 -4.271 3.036
H 0.233 -4.198 4.320
H -0.145 -5.038 2.784

Results
SMILES: CCP(C)[C@]1(CCCCS(=O)(=O)O)[C@@H](S)OS(=O)(=O)[C@H](CCOC=O)[C@@]1(N)OC[C@@H](C)C(C)C
LUMO (eV): 0.3
HOMO (eV): -8.47
Gap between HOMO and LUMO (eV): 8.798
Net charge: 0

Here are the Mulliken charges for atoms 1 to 2, given in e: -1.63 1.31

***

[3]
Entry from the Open Molecules 2025 dataset: a structure of composition C20H40NP3PtSSe at a distorted geometry (wB97M-V/def2-TZVPD).

Element x y z (Å)
Pt -0.070 0.113 -0.370
P 0.371 0.376 2.059
P -0.858 2.224 -0.984
P 2.175 0.623 -0.774
H -0.489 -2.363 -1.853
C 0.367 -1.881 -1.373
C 0.504 -2.038 0.038
H -0.299 -2.535 0.594
C -0.861 -0.250 3.255
C 0.551 2.118 2.616
C 1.883 -0.412 2.736
C -1.122 2.149 -2.779
C -2.463 2.894 -0.415
C 0.207 3.721 -0.854
C 3.342 -0.761 -0.514
C 3.079 1.947 0.131
C 2.475 1.067 -2.516
H 1.277 -1.834 -1.979
H 1.507 -2.118 0.464
H -1.172 -1.267 2.985
H -1.736 0.413 3.282
H -0.387 -0.263 4.249
H -0.344 2.691 2.337
H 1.447 2.579 2.177
H 0.646 2.119 3.714
H 1.848 -1.490 2.529
H 1.871 -0.261 3.828
H 2.800 0.027 2.324
H -1.508 3.095 -3.181
H -1.828 1.337 -2.999
H -0.157 1.923 -3.252
H -2.683 3.815 -0.976
H -2.417 3.140 0.654
H -3.267 2.168 -0.589
H -0.360 4.583 -1.236
H 1.117 3.615 -1.456
H 0.470 3.920 0.193
H 4.318 -0.426 -0.892
H 3.030 -1.654 -1.061
H 3.439 -0.995 0.554
H 4.069 2.049 -0.342
H 3.234 1.672 1.182
H 2.563 2.911 0.066
H 3.559 1.012 -2.696
H 2.128 2.088 -2.719
H 1.961 0.363 -3.186
C 0.028 -2.172 -5.490
C 0.153 -3.346 -4.736
C 0.454 -4.547 -5.366
C 0.559 -4.603 -6.762
C 0.328 -3.450 -7.532
C 0.052 -2.236 -6.902
Se -0.143 -0.443 -4.666
H -0.086 -0.920 -3.208
H 0.033 -3.289 -3.658
H 0.608 -5.445 -4.769
H 0.811 -5.546 -7.258
H 0.365 -3.494 -8.626
H -0.130 -1.327 -7.485
S -4.174 -2.142 0.501
C -4.219 -0.590 1.292
C -3.073 0.132 1.044
N -2.161 -0.537 0.233
C -2.615 -1.751 -0.095
H -5.057 -0.253 1.887
H -2.867 1.127 1.438
H -2.071 -2.444 -0.730

Results
Multiplicity: 5
LUMO (spin up / spin down) (eV): -12.8 / -16.6
HOMO (spin up / spin down) (eV): -17.44 / -20.20
Gap between HOMO and LUMO (spin up / spin down) (eV): 4.667 / 3.623
Net charge: +4

Here are the natural (NBO) charges for atoms 1 to 2, given in e: 0.52 1.09

***

Q: Which value of net charge does entry 3 give?
A: +4